11
Properties=species:S:1:pos:R:3 method="wB97M-V/def2-TZVPD" orbital_gap_ev=10.032 fmax_ev_per_a=1.00 homo_energy_ev=-9.383 lumo_energy_ha=0.024
C -1.79 -0.19 0.07
N -0.47 0.11 -0.47
C 1.22 0.92 0.60
C 2.17 0.28 0.17
N 1.27 -1.17 -1.17
N 0.18 -0.82 -1.01
H -1.79 -1.08 0.72
H -2.09 0.68 0.66
H -2.53 -0.33 -0.73
H 0.64 1.66 1.13
H 3.18 -0.05 0.03